The following is a quantum chemistry calculation of a cluster of 11 separate species, C35H92O11 in total at a distorted geometry, from the OMol25 dataset.

XYZ file:
```
138
Properties=species:S:1:pos:R:3:forces:R:3
C -2.71373 0.25707 -6.29094 -0.0655 0.8302 0.0768
C -2.32728 -1.19167 -6.25943 -0.7089 -0.2899 0.5334
O -1.65761 -1.49705 -5.04234 1.0452 -0.4359 -0.9086
C -0.82651 -2.66080 -5.17083 -0.1786 -0.6216 1.1971
C -0.60725 -3.25534 -3.77437 -0.1138 0.5197 -0.4793
H -1.88409 0.94534 -6.45236 0.2759 -0.2143 -0.1527
H -3.44707 0.44800 -7.07444 -0.0293 -0.0698 -0.0782
H -3.14960 0.59260 -5.34991 -0.1655 -0.2945 0.0389
H -3.22922 -1.80359 -6.24626 -0.3571 -0.0854 -0.2099
H -1.80420 -1.49069 -7.16778 0.5727 0.0652 0.1023
H -1.26972 -3.44200 -5.78839 -0.5780 0.1032 -0.1768
H 0.13988 -2.48625 -5.64384 0.1450 0.6885 -0.0855
H -0.12574 -2.52567 -3.12333 0.0912 -0.1007 0.0656
H 0.01781 -4.14576 -3.84190 -0.0022 0.0065 0.1110
H -1.55969 -3.51718 -3.31353 0.0161 -0.0648 -0.0784
C 0.95228 3.71595 -3.34682 -0.9744 0.3759 -0.0140
C 0.27574 2.36037 -3.49543 0.9409 0.6947 -0.4259
O 1.34592 1.46425 -3.52511 -0.3539 -1.3738 0.7977
C 1.01658 0.08645 -3.64011 1.0399 -0.8017 -0.2909
C 2.30237 -0.64293 -3.41918 0.9090 -0.2299 0.8189
H 1.69104 3.88126 -4.13104 -0.0858 0.0264 0.0544
H 0.16568 4.46963 -3.38324 0.0546 0.3199 -0.3056
H 1.40788 3.86353 -2.36766 0.2111 -0.4109 -0.0272
H -0.43212 2.23296 -2.67641 -0.0860 -0.4652 0.1380
H -0.22236 2.23827 -4.45725 -0.5811 0.4143 -0.0600
H 0.31698 -0.37940 -2.94610 -0.6286 0.9831 0.2825
H 0.71512 -0.24534 -4.63365 -0.5875 0.8072 -0.3835
H 2.57559 -0.70392 -2.36575 -0.1983 0.0506 0.2707
H 3.11956 -0.06715 -3.85369 0.0538 -0.3839 -0.5258
H 2.22537 -1.67672 -3.75599 0.2690 0.0826 -0.2972
C -3.27420 0.52895 -2.50620 0.7468 1.4227 -0.8016
C -3.96738 -0.25566 -1.49147 -1.3864 -1.3763 -0.9798
O -4.54673 0.57780 -0.50512 0.7231 -0.6375 0.1735
C -5.33984 -0.13321 0.42515 -0.4120 -0.1698 -0.1424
C -5.99971 0.87544 1.34885 0.2993 0.2917 0.0385
H -3.97463 1.19376 -3.01170 0.1319 0.2372 -0.0214
H -2.50490 1.12086 -2.01028 0.0949 0.2846 -0.1849
H -2.77623 -0.08271 -3.25852 -0.0775 -0.2435 0.1557
H -4.79058 -0.77533 -1.98174 -0.4344 -0.1451 -0.1149
H -3.31418 -1.09764 -1.26230 0.2118 0.1380 1.5762
H -6.08842 -0.70326 -0.12510 -0.1905 -0.1512 -0.1157
H -4.67646 -0.85773 0.89749 -0.1518 -0.0301 0.5899
H -6.62713 0.47053 2.14289 0.3670 -0.4227 0.0340
H -6.65977 1.56425 0.82164 0.1654 -0.0623 -0.3976
H -5.19396 1.47568 1.77143 -0.1600 0.0777 0.3252
C 5.90636 -5.75581 0.26760 -0.4017 0.0046 0.1241
C 4.93908 -5.34449 1.38015 0.5292 1.0798 -1.1341
O 4.58647 -3.95280 1.10980 2.3184 -2.4713 -0.1201
C 3.57281 -3.53724 1.90920 -1.8207 1.8415 0.2360
C 3.45454 -2.01434 1.69176 -0.6654 -0.4824 -0.3327
H 6.40525 -6.68343 0.54818 0.2296 0.0629 -0.0836
H 5.40478 -5.91828 -0.68640 -0.2995 -0.0949 0.1224
H 6.61208 -4.95126 0.06086 0.2303 -0.1109 0.3656
H 4.07538 -6.00857 1.41325 -0.3992 0.2007 -0.2106
H 5.40873 -5.42800 2.36023 0.1773 0.2260 0.1733
H 2.69186 -4.08184 1.56943 -0.7210 0.2931 0.1478
H 3.64856 -3.74581 2.97636 0.6157 -0.2025 0.2763
H 2.57727 -1.59808 2.18697 0.1202 0.0114 0.2911
H 3.29991 -1.83097 0.62848 0.0235 -0.0890 -0.1928
H 4.35152 -1.45868 1.96517 0.0377 -0.2091 0.3157
C 4.54340 1.21284 0.14045 -0.9188 1.5788 -0.4756
C 5.89078 1.80991 0.51699 -0.7910 -1.7555 -0.0545
C 5.74574 3.00447 1.45508 0.5479 -0.3154 -1.0287
O 6.62925 0.79195 1.20191 0.5404 0.2791 0.5892
H 3.88483 1.09765 1.00132 0.2067 -0.5039 0.1791
H 4.50423 0.36724 -0.54624 0.4751 -0.3400 0.4022
H 4.05050 1.99621 -0.43531 -0.2824 0.2043 -0.2461
H 6.42747 1.98651 -0.41514 0.0854 0.7587 -0.0460
H 5.43097 2.62911 2.42880 0.2433 0.2171 0.0427
H 5.02813 3.73509 1.08180 -0.1408 -0.1250 -0.0540
H 6.71741 3.49805 1.43724 -0.0064 0.0983 0.7115
H 6.57226 -0.01240 0.68098 -0.0352 -0.0821 -0.0150
C -1.98796 3.39888 0.06401 -0.0727 -0.2212 0.8638
C -3.45623 3.68495 0.44379 1.2529 0.0991 0.0856
C -3.72344 5.15752 0.58383 -0.5003 0.5693 0.2814
O -4.25466 3.12059 -0.52236 -1.1991 1.0281 -1.2926
H -1.74779 3.73874 -0.94342 -0.2721 -0.0696 -0.1146
H -1.84977 2.32153 0.15522 0.1718 -0.1413 -0.3505
H -1.25010 3.83916 0.73470 -0.2020 0.1452 0.1269
H -3.73647 3.20826 1.38312 0.5160 -0.0319 0.5638
H -4.72137 5.33804 0.98339 -0.1864 -0.1108 -0.0694
H -3.66812 5.70426 -0.35751 0.2144 -0.1453 -0.1336
H -3.04517 5.61027 1.30707 0.2251 -0.0146 -0.0811
H -4.33055 2.17116 -0.40235 0.0788 -0.4755 -0.0528
C -2.28502 -5.66059 -1.22997 -0.9269 0.1183 -0.1782
C -2.35285 -4.36103 -0.43176 1.6819 -1.8556 -0.0499
C -2.85634 -4.65367 0.96181 -0.2735 0.5726 0.2460
O -1.01853 -3.86332 -0.32058 -0.1433 1.7030 0.0054
H -1.65605 -6.44585 -0.81062 0.2712 0.3724 0.3505
H -1.95944 -5.50521 -2.25854 -0.1801 -0.0126 -0.0179
H -3.29220 -6.07361 -1.17412 -0.2346 -0.2458 -0.5561
H -2.90992 -3.59531 -0.97162 -0.2114 -0.0756 0.1645
H -2.19536 -5.34089 1.48996 0.0961 -0.0634 -0.2278
H -3.85916 -5.08083 0.96302 -0.1570 0.1149 -0.0018
H -2.83595 -3.71551 1.51636 -0.2575 0.0091 0.2465
H -0.35342 -4.55556 -0.32700 0.1975 -0.5928 0.0348
C -2.59429 0.79081 3.19934 0.4194 0.4305 -1.0803
C -1.95451 -0.33770 3.99113 0.3204 0.4123 0.0378
C -2.70328 -1.66294 3.98786 -0.0668 0.1778 0.6235
O -0.62002 -0.51723 3.50605 -0.4053 0.3018 0.8354
H -3.56646 1.20565 3.46560 -0.1156 -0.5313 0.3673
H -2.60397 0.51287 2.14542 -0.4004 -0.2767 -0.2467
H -1.91078 1.63942 3.17145 0.1862 0.1303 0.3945
H -1.79914 0.06447 4.99224 -0.1868 -0.4324 0.3700
H -2.11344 -2.42301 4.50017 0.2172 -0.0346 -0.2388
H -2.94555 -2.00085 2.98028 0.0817 0.0597 -0.0299
H -3.61971 -1.60545 4.57518 -0.2571 0.2150 -0.1633
H -0.66693 -0.87333 2.61577 0.1927 -0.3421 -0.8674
C 1.00715 2.03159 5.33411 -0.0517 0.1709 0.3585
C 1.94593 1.39615 4.32423 -0.3633 -1.5548 0.4651
C 3.38201 1.81767 4.48443 -0.4581 0.3014 -0.2798
O 1.93292 -0.03951 4.50963 0.2033 1.0282 0.1171
H 1.45083 1.96666 6.32761 0.0453 0.2116 0.0996
H 0.04576 1.52327 5.40780 0.0094 -0.2457 -0.2993
H 0.76176 3.06362 5.08349 0.2481 0.2040 0.0780
H 1.53358 1.61143 3.33847 0.3045 0.0595 -0.3918
H 3.66933 1.73473 5.53260 0.0422 0.1740 0.0095
H 3.41118 2.84806 4.13012 0.6071 0.1598 0.1566
H 4.04127 1.17159 3.90471 -0.0554 0.1371 -0.1501
H 0.99756 -0.24179 4.43357 -0.4123 -0.7236 -0.2812
C 0.58691 0.58806 0.10568 -0.3037 -0.6725 0.4528
C -0.32381 -0.61541 -0.22013 1.1552 0.5835 -0.7801
O -0.56088 -1.41868 0.89257 -0.1869 0.6336 1.1126
H 1.57096 0.20282 0.37276 0.1141 -0.0611 -0.1258
H 0.26277 1.13299 0.99229 -0.3434 0.1741 -0.0620
H 0.69836 1.26076 -0.74471 -0.0983 -0.0011 -0.0321
H 0.25546 -1.21100 -0.92568 -0.0840 -0.1413 -0.3792
H -1.25810 -0.35236 -0.71612 -0.1200 0.3884 0.0207
H -0.84724 -2.27210 0.55897 0.0259 -1.0108 -0.1442
C 0.90315 4.33700 2.06071 -0.5018 0.5219 -0.4179
C 1.69443 4.48276 0.78238 0.9128 -0.7627 0.3896
O 2.32503 5.74262 0.71576 0.0108 0.4413 -0.0517
H 0.52440 3.32254 2.18527 0.0178 0.0714 0.1583
H 0.06268 5.02424 1.96368 -0.4049 -0.0544 0.2737
H 1.46833 4.68634 2.92479 0.2326 -0.3491 -0.0199
H 1.11660 4.30449 -0.12449 -0.3129 -0.1297 0.0673
H 2.50619 3.75577 0.80820 0.0756 -0.1059 -0.2426
H 1.64235 6.37798 0.94352 0.0621 0.3521 -0.0524
```
Positions in Å, forces in eV/Å.

Results
electronic energy = -2216.203507 Ha
LUMO energy (alpha / beta) = 2.198 / 2.193 eV
orbital gap (alpha / beta) = 1.663 / 9.414 eV
HOMO energy (alpha / beta) = 0.535 / -7.220 eV
charge = -1
2S+1 = 2